Record 1
The following is a quantum chemistry calculation of a molecular structure, C4H2ClNS2 in a non-equilibrium geometry, from OMol25.

The value obtained for the relative energy (zero: lowest compared OMol25 entry of this formula, charge and spin) is 164.3 kJ/mol. The charge is 0. The LUMO energy comes out at -1.441 eV.

Each line ends with the Löwdin charge.
Atoms and positions in Å:
C  -1.0651  -0.0134  -0.9991  -0.5314
C  -0.2051  -0.2194  -0.0538  -0.3921
C  -0.4347  0.4656  1.1403  -0.2755
C  1.2744  -0.6906  -0.1824  -0.9203
H  -1.9766  0.8694  -0.9264  0.1663
H  -1.2907  0.9110  1.2187  0.0580
N  0.4586  0.5092  2.0775  -0.3281
S  1.8462  -0.1189  1.5744  0.8800
S  2.3210  -1.3929  -1.1826  0.6622
Cl  -0.9280  -0.3199  -2.6666  0.6809

Atomic forces in eV per Å
C -4.21 3.89 -3.07
C 4.20 -1.37 -0.91
C 4.22 -1.73 2.41
C -0.67 0.87 2.97
H 2.46 -3.04 0.53
H -5.03 2.59 1.10
N -2.00 0.93 -0.78
S 1.62 -1.70 -2.13
S -0.90 0.22 -0.12
Cl 0.30 -0.66 -0.01



Record 2
The following is a quantum chemistry calculation of a molecular structure, C4H2ClNS3 in a non-equilibrium geometry, from OMol25.

The value obtained for the relative energy (zero: lowest compared OMol25 entry of this formula, charge and spin) is 291.8 kJ/mol. The charge is 0. The LUMO energy comes out at -1.261 eV.

Each line ends with the Löwdin charge.
Atoms and positions in Å:
C  1.3812  -0.8386  -1.1322  -0.4298
C  -0.8470  0.7747  -1.2724  -0.4324
C  1.2038  -0.5366  0.1468  -0.4508
C  -0.4957  0.7020  -0.0007  -0.4772
N  0.3018  0.4929  2.3996  -0.7794
S  0.2141  -0.1310  -2.2760  0.9674
S  1.4178  -0.5422  1.8611  0.8769
S  -0.9749  0.9491  1.6116  0.7027
Cl  -2.6955  -0.6269  1.8406  -0.0869
H  2.0811  -1.5608  -1.4831  0.0631
H  -1.5867  1.3175  -1.6952  0.0464

Atomic forces in eV per Å
C -1.36 0.73 0.53
C 3.31 -2.13 1.57
C -4.13 3.13 0.59
C 3.08 -2.62 1.49
N -1.36 1.06 0.03
S 0.65 -0.52 -1.08
S 0.92 -1.03 -1.33
S 0.49 -0.16 0.50
Cl 0.33 0.25 -0.28
H 0.40 -0.19 -0.62
H -2.34 1.47 -1.40



Record 3
The following is a quantum chemistry calculation of 3 unconnected molecules or ions with the total composition C4H2F2O in a non-equilibrium geometry, from OMol25.

The value obtained for the relative energy (zero: lowest compared OMol25 entry of this formula, charge and spin) is 718.2 kJ/mol. The charge is 0. The LUMO energy comes out at -2.166 eV.

Each line ends with the Löwdin charge.
Atoms and positions in Å:
C  -2.5709  1.6509  0.8702  0.2917
C  -1.3421  1.6693  0.5493  -0.1930
C  -0.0648  1.3644  -0.2771  -0.1737
C  -0.2130  2.5717  0.4876  -0.4250
O  0.2764  0.2531  -0.6690  0.1703
F  -0.2988  3.8196  -0.1509  0.0034
F  0.5216  2.7738  1.6501  0.1141
H  -1.1913  3.6613  -1.9119  0.1295
H  -0.9584  2.7780  -1.9939  0.0826

Atomic forces in eV per Å
C -0.79 -0.27 0.14
C -0.20 0.82 -0.17
C 0.00 -5.57 -0.08
C 2.12 3.32 0.53
O -0.09 4.27 0.42
F 0.29 -1.78 2.02
F -0.88 -0.47 -1.68
H 0.81 -3.97 -0.85
H -1.25 3.65 -0.34



Record 4
The following is a quantum chemistry calculation of C4H2F2O in the gas phase in a non-equilibrium geometry, from OMol25.

The value obtained for the relative energy (zero: lowest compared OMol25 entry of this formula, charge and spin) is 161.1 kJ/mol. The charge is 0. The LUMO energy comes out at -0.449 eV. The SMILES is C#CC(=O)C(F)F.

Each line ends with the Löwdin charge.
Atoms and positions in Å:
C  1.1339  0.9525  -1.6644  0.1815
C  0.9706  0.0818  -0.8456  -0.0061
C  0.5738  -0.6712  0.3407  -0.3219
O  1.1977  -1.3510  1.0930  0.1494
C  -0.9367  -0.3522  0.7701  -0.3183
F  -1.7673  0.2299  -0.1594  0.0430
F  -0.8758  0.5298  1.7532  0.1057
H  1.1899  1.7536  -2.3350  0.0366
H  -1.4860  -1.1733  1.0474  0.1301

Atomic forces in eV per Å
C -0.36 -1.11 1.12
C 0.38 0.29 -0.01
C -1.96 1.03 -0.24
O 0.56 -0.29 -0.24
C 0.57 1.41 -1.74
F 0.83 -0.05 -0.66
F 0.45 0.74 1.33
H 0.21 0.47 -0.63
H -0.68 -2.49 1.09



Record 5
The following is a quantum chemistry calculation of C4H2F2O2 in the gas phase in a non-equilibrium geometry, from OMol25.

The value obtained for the relative energy (zero: lowest compared OMol25 entry of this formula, charge and spin) is 94.1 kJ/mol. The charge is 0. The LUMO energy comes out at 0.587 eV. The SMILES is Oc1oc(F)cc1F.

Each line ends with the Löwdin charge.
Atoms and positions in Å:
O  1.8871  1.1598  -0.3983  0.0735
C  0.6889  0.4935  -0.1072  -0.3306
O  0.7044  -0.3252  0.9664  0.1867
C  -0.5299  -0.8893  0.8570  -0.4179
F  -0.6556  -1.6372  1.8231  0.2314
C  -1.3277  -0.3846  -0.1437  0.0926
C  -0.4032  0.4678  -0.8220  -0.2144
F  -0.4783  0.9678  -2.1069  0.0660
H  2.3865  1.0296  0.4863  0.1569
H  -2.2722  -0.8823  -0.5546  0.1558

Atomic forces in eV per Å
O -0.33 -1.42 2.98
C 4.68 2.26 -0.69
O -1.18 0.86 -1.56
C 0.01 2.88 -2.56
F -1.91 -3.78 3.83
C -0.67 -2.67 -0.08
C -1.06 0.43 -2.36
F -0.37 -0.31 1.74
H -0.70 0.60 -2.26
H 1.52 1.14 0.95



Record 6
The following is a quantum chemistry calculation of a molecular structure, C4H2INS in a non-equilibrium geometry, from OMol25.

The value obtained for the relative energy (zero: lowest compared OMol25 entry of this formula, charge and spin) is 360.8 kJ/mol. The charge is 0. The LUMO energy comes out at -1.522 eV.

Each line ends with the Löwdin charge.
Atoms and positions in Å:
C  1.9123  -1.5862  0.8699  0.0393
C  1.3105  -0.6449  0.6619  -0.0613
C  -1.9484  0.2859  -1.7154  -0.5809
C  -0.4806  1.3404  0.1102  -0.9961
N  -1.9879  0.2832  -2.8605  0.1172
S  -1.9499  0.5068  -0.0050  0.7784
I  -0.2211  2.3897  1.9063  0.7680
H  2.4612  -2.5424  0.9583  0.0594
H  0.9038  -0.0326  0.0742  -0.1240

Atomic forces in eV per Å
C 4.99 -8.22 1.86
C -0.63 1.19 1.62
C 0.22 0.11 0.65
C -0.60 0.82 -0.18
N -0.07 -0.21 -0.47
S 0.08 0.41 0.24
I -0.29 -0.53 -0.26
H -0.69 1.38 0.24
H -3.01 5.05 -3.70



Record 7
The following is a quantum chemistry calculation of 2 unconnected molecules or ions with the total composition C4H2IPS in a non-equilibrium geometry, from OMol25.

The value obtained for the relative energy (zero: lowest compared OMol25 entry of this formula, charge and spin) is 102.6 kJ/mol. The charge is 0. The LUMO energy (alpha / beta) comes out at -1.993 / -3.456 eV.

Each line ends with the Löwdin charge.
Atoms and positions in Å:
C  0.6981  -1.9547  -1.1868  0.0585
C  -0.8159  2.1596  0.9557  0.0764
C  -0.1798  -1.2879  -0.6339  -0.3876
C  -1.1338  1.1241  0.4283  -0.3736
P  -1.6259  -0.3931  -0.2542  0.3553
S  -3.0845  -1.4836  0.5562  0.1812
I  4.9482  1.3774  0.2531  -0.0046
H  1.5749  -2.5927  -1.4686  0.0589
H  -0.3814  3.0511  1.3502  0.0355

Atomic forces in eV per Å
C -0.29 0.36 1.17
C 0.37 -0.11 -0.35
C 1.74 -1.17 -1.37
C 0.02 -0.10 0.61
P -1.08 -1.01 -0.03
S 1.04 0.96 -0.37
I -0.01 0.00 0.00
H -1.51 1.08 0.29
H -0.29 0.00 0.05



Record 8
The following is a quantum chemistry calculation of C4H2N2O in the gas phase, from OMol25.

The value obtained for the relative energy (zero: lowest compared OMol25 entry of this formula, charge and spin) is 333.8 kJ/mol. The charge is 0. The LUMO energy comes out at -0.249 eV. The SMILES is N=C=C=C1NC1=O.

Each line ends with the Löwdin charge.
Atoms and positions in Å:
N  1.3313  -0.8753  2.2993  0.1596
C  0.4400  -0.9260  1.4735  -0.1937
C  -0.5719  -1.0482  0.6555  0.0143
C  -0.6844  -0.2969  -0.4214  -0.1460
N  0.0354  0.7149  -1.1259  0.2126
C  -1.2051  0.3899  -1.5893  -0.4065
O  -2.0261  0.6910  -2.3998  0.1231
H  2.0606  -0.1872  2.1340  0.0884
H  0.6204  1.5378  -1.0259  0.1480

Atomic forces in eV per Å
N -0.52 -0.16 -0.33
C 0.46 0.17 0.31
C 0.31 0.29 0.00
C 0.14 0.08 0.01
N -0.13 -0.04 -0.19
C -0.57 0.09 -0.52
O 0.28 -0.17 0.34
H 0.05 -0.15 0.19
H -0.01 -0.10 0.19